No. 1
Computed, not measured: C18H21N2NiO3Sb as an isolated structure, with the ωB97M-V functional and the def2-TZVPD basis.

```
46
Properties=species:S:1:pos:R:3:forces:R:3:nbo_charge:R:1
Sb 2.115 -0.911 -0.223 0.14 0.25 0.15 1.074
Ni -0.268 -0.306 0.534 -0.38 -0.36 -0.12 1.059
O -0.658 1.387 -0.020 0.21 0.02 -0.07 -0.773
O -0.113 -1.990 1.348 0.12 0.02 -0.04 -0.784
O -0.840 4.068 -0.794 0.23 -0.08 -0.04 -0.513
N -1.799 -1.097 -0.219 -0.21 0.10 0.14 -0.385
N -1.986 -2.435 0.099 0.09 -0.01 0.03 -0.409
C -3.531 1.304 -2.317 0.03 0.03 0.01 -0.182
C -1.700 -6.498 1.203 0.00 0.01 0.00 -0.220
C -2.634 3.507 -2.166 0.00 0.02 0.06 -0.216
C 1.712 -2.256 -1.819 0.00 -0.02 -0.03 -0.985
C -0.039 -5.879 2.826 0.01 -0.01 0.01 -0.220
C -2.582 0.854 -1.381 -0.02 -0.01 0.00 -0.153
C -0.980 -4.208 1.371 -0.03 -0.01 0.00 -0.052
C 3.184 -2.237 1.042 0.07 -0.04 0.01 -0.982
C -0.109 -4.562 2.397 0.00 0.01 -0.03 -0.197
C -0.832 -6.848 2.229 0.01 0.00 0.01 -0.200
C -1.039 -2.800 0.912 -0.05 0.05 -0.07 0.533
C -3.551 2.613 -2.724 -0.03 -0.03 -0.03 -0.259
C -2.635 -0.536 -1.013 0.06 0.06 0.03 0.128
C -1.701 3.105 -1.236 -0.18 0.03 -0.03 0.231
C -1.777 -5.183 0.775 -0.02 -0.02 0.02 -0.184
C -0.499 4.119 0.587 -0.10 0.02 -0.01 -0.240
C 3.744 0.156 -1.091 0.02 -0.03 -0.04 -0.990
C -1.619 1.742 -0.839 0.05 0.00 -0.01 0.311
H 0.921 -2.943 -1.523 0.01 0.01 0.02 0.241
H 4.499 -0.552 -1.430 0.00 0.01 0.00 0.228
H 1.383 -1.696 -2.693 0.00 0.00 0.00 0.236
H -2.633 4.552 -2.450 0.00 0.00 0.00 0.223
H 0.502 -3.795 2.853 -0.01 0.00 0.01 0.228
H -0.775 -7.876 2.562 0.00 0.00 0.00 0.213
H 0.635 -6.148 3.629 0.00 0.00 0.00 0.213
H 2.612 -2.818 -2.065 -0.01 0.00 -0.01 0.229
H 0.277 3.401 0.839 0.01 -0.02 -0.01 0.191
H 2.519 -3.052 1.324 -0.01 0.01 -0.01 0.245
H 4.185 0.832 -0.361 -0.01 0.00 0.01 0.235
H -1.376 3.932 1.212 -0.01 -0.01 0.00 0.173
H -3.429 -1.156 -1.421 0.00 -0.01 0.00 0.201
H 4.050 -2.632 0.511 0.00 -0.01 0.01 0.226
H 3.513 -1.724 1.944 0.00 0.02 -0.01 0.234
H -4.243 0.591 -2.715 0.00 0.00 0.00 0.206
H 3.390 0.738 -1.940 -0.01 0.01 0.01 0.238
H -2.451 -4.895 -0.021 0.01 0.00 0.00 0.233
H -4.270 2.958 -3.454 -0.01 -0.01 0.01 0.215
H -2.319 -7.253 0.735 0.00 0.00 0.00 0.214
H -0.145 5.133 0.761 0.00 0.00 0.03 0.184
```
Positions in Å, forces in eV/Å.

LUMO level (spin up / spin down) ... -0.008 / 0.077 eV
Charge ... 0
Frontier orbital gap (spin up / spin down) ... 7.694 / 7.674 eV
E_HOMO (spin up / spin down) ... -7.70 / -7.60 eV

=====

No. 2
Computed, not measured: a 3-piece molecular cluster, C18H21N2O7S overall, with the ωB97M-V functional and the def2-TZVPD basis.

```
49
Properties=species:S:1:pos:R:3:forces:R:3:nbo_charge:R:1
S 3.061 -0.726 -2.589 -7.77 -2.12 -2.02 2.051
O -0.576 -2.129 -0.067 4.45 -5.41 3.28 -0.825
O 0.604 -6.135 2.006 5.88 2.42 -6.83 -0.553
O 2.600 -6.158 0.393 -1.43 1.26 1.22 -0.559
O 3.466 0.821 -3.239 -0.81 -1.38 2.35 -0.861
O -0.243 -2.996 2.147 3.03 -1.43 -6.07 -0.717
O 2.524 -1.621 -3.773 3.57 3.22 3.71 -0.877
O 1.823 -0.547 -1.637 5.65 0.11 -2.44 -0.849
N 0.625 3.046 -1.490 -0.68 0.04 0.46 -0.465
N -4.702 3.674 0.988 -1.26 0.11 0.68 -0.425
C -6.379 4.832 2.283 -0.11 -0.23 -0.01 -0.269
C -5.192 4.791 1.569 0.40 -0.70 -0.42 0.036
C -7.112 3.656 2.408 0.02 -0.03 -0.02 -0.167
C -1.051 4.204 -0.195 0.05 -0.22 -0.10 -0.282
C 0.135 4.163 -0.909 0.33 -0.59 -0.34 0.016
C 3.480 -5.078 -0.161 0.42 0.33 -1.45 -0.084
C -1.307 1.862 -0.659 -0.13 0.38 0.12 -0.241
C -5.435 2.548 1.128 0.61 0.67 -0.20 0.040
C 1.389 -5.626 1.044 -2.27 0.68 3.02 0.808
C 4.538 -1.545 -1.700 1.45 0.66 0.62 -0.606
C -1.785 3.029 -0.070 0.00 -0.29 0.07 -0.174
C -0.108 1.920 -1.350 0.54 0.40 -0.36 0.036
C 0.134 -3.085 0.841 -5.29 4.98 2.39 0.711
C -6.635 2.490 1.819 -0.11 0.28 0.12 -0.259
C 4.280 -1.338 -0.096 1.11 0.43 0.54 -0.426
C 1.229 -4.172 0.285 -1.52 0.14 -1.40 -0.426
C 2.697 -3.605 -0.278 -0.40 -2.48 2.05 -0.245
C 3.561 -2.592 0.671 -1.29 1.30 0.68 -0.438
H -7.183 1.558 1.898 0.09 0.07 -0.02 0.224
H 4.626 -2.656 -2.056 -0.69 2.20 0.59 0.273
H 0.308 1.036 -1.824 -0.17 0.05 0.17 0.230
H -6.724 5.757 2.730 0.05 -0.07 -0.05 0.216
H -4.586 5.683 1.440 -0.06 -0.04 0.04 0.192
H 0.742 5.055 -1.038 -0.04 0.00 0.04 0.177
H -8.048 3.650 2.959 0.10 0.00 -0.06 0.213
H 5.359 -1.218 0.401 -2.22 -0.24 -1.21 0.210
H 4.383 -3.127 1.332 -1.80 0.81 -1.65 0.209
H 2.960 1.479 -2.647 0.72 -1.25 -0.98 0.527
H -5.020 1.663 0.654 -0.04 0.02 0.05 0.209
H -2.721 3.022 0.481 0.27 0.09 -0.17 0.242
H 5.558 -1.014 -2.019 -2.51 -0.90 0.51 0.258
H 3.746 -0.290 0.108 0.93 -2.53 -0.65 0.258
H 3.828 -5.293 -1.258 -0.93 -0.46 1.94 0.182
H 2.795 -2.113 1.452 1.61 -1.03 -1.69 0.270
H -1.396 5.130 0.252 0.03 -0.04 -0.03 0.205
H 2.404 -3.306 -1.370 1.25 -0.25 2.17 0.265
H 0.738 -4.506 -0.751 0.83 0.56 2.21 0.260
H 4.466 -5.127 0.467 -2.07 0.50 -0.89 0.186
H -1.856 0.930 -0.580 0.20 -0.02 0.02 0.245
```
Positions in Å, forces in eV/Å.

LUMO level ... 2.218 eV
Charge ... -1
Frontier orbital gap ... 6.162 eV
E_HOMO ... -3.94 eV

=====

No. 3
Computed, not measured: a single C18H21N3O3 molecule, with the ωB97M-V functional and the def2-TZVPD basis.

```
45
Properties=species:S:1:pos:R:3:forces:R:3:nbo_charge:R:1
O -1.122 -0.541 -0.658 0.20 0.04 -0.19 -0.658
O -0.593 0.978 1.893 0.09 -0.11 0.09 -0.621
O 5.703 0.271 0.456 -0.23 -0.02 0.20 -0.495
N -2.982 -0.136 0.601 -0.34 -0.12 0.16 -0.634
N 0.378 1.785 -0.019 -0.10 0.31 -0.27 -0.589
N -1.890 -2.144 0.755 -0.05 -0.20 0.23 -0.628
C 4.406 0.659 0.271 -0.12 -0.01 0.10 0.268
C -3.106 1.216 0.290 0.15 0.30 -0.14 0.201
C -3.342 3.901 -0.399 -0.09 0.10 -0.05 -0.234
C 2.223 0.836 1.288 -0.08 -0.04 0.08 -0.217
C 6.606 0.429 -0.609 0.11 0.02 -0.14 -0.251
C 3.896 1.209 -0.899 0.32 -0.09 0.04 -0.254
C -4.467 3.093 -0.353 0.04 0.10 0.03 -0.187
C 1.710 1.385 0.114 0.39 -0.07 0.02 0.127
C 2.561 1.565 -0.970 -0.24 -0.03 0.21 -0.228
C -1.315 -4.456 0.159 0.01 0.27 -0.17 -0.397
C 3.551 0.477 1.359 0.28 0.03 -0.26 -0.238
C -1.914 -0.913 0.183 -0.47 -0.23 -0.02 0.808
C -2.104 3.374 -0.075 -0.01 -0.13 0.01 -0.175
C -1.974 2.039 0.286 -0.25 -0.01 0.07 -0.155
C -0.800 -3.063 0.519 0.14 -0.30 -0.04 -0.222
C -2.101 -4.448 -1.146 0.07 -0.09 0.21 -0.609
C -4.350 1.757 -0.018 0.14 -0.13 0.08 -0.241
C -0.669 1.515 0.805 0.03 0.38 -0.12 0.701
H -5.438 3.503 -0.586 -0.07 0.02 -0.02 0.215
H -0.157 -3.118 1.406 -0.01 0.07 -0.12 0.192
H -1.232 4.011 -0.067 0.08 0.04 0.01 0.218
H 6.303 -0.156 -1.484 0.01 0.03 0.02 0.173
H -2.464 -2.317 1.565 0.06 0.16 -0.02 0.388
H -2.466 -5.445 -1.380 -0.07 -0.06 -0.09 0.208
H -5.225 1.123 0.006 -0.07 -0.09 -0.06 0.210
H 7.562 0.057 -0.243 -0.04 0.04 -0.08 0.199
H -1.471 -4.107 -1.963 0.04 0.03 -0.14 0.207
H -3.432 4.941 -0.670 -0.01 0.09 -0.01 0.215
H -0.460 -5.128 0.071 0.01 -0.05 0.09 0.206
H -0.219 -2.645 -0.305 0.01 -0.07 0.13 0.234
H 2.176 1.987 -1.888 -0.04 0.04 -0.09 0.203
H 0.132 2.118 -0.941 -0.09 -0.11 0.19 0.404
H 4.523 1.365 -1.763 0.07 0.00 -0.05 0.211
H -3.782 -0.589 1.013 0.14 0.01 -0.04 0.397
H 6.714 1.481 -0.895 -0.01 -0.04 0.00 0.173
H 1.573 0.686 2.132 -0.01 0.00 0.03 0.254
H -1.949 -4.827 0.969 0.05 -0.08 0.07 0.188
H -2.953 -3.776 -1.071 -0.10 0.04 -0.06 0.207
H 3.958 0.049 2.261 0.04 -0.05 0.12 0.223
```
Positions in Å, forces in eV/Å.

LUMO level ... 0.742 eV
Charge ... 0
Frontier orbital gap ... 8.425 eV
SMILES ... CCCNC(=O)Nc1ccccc1C(=O)Nc1ccc(OC)cc1
E_HOMO ... -7.68 eV

=====

No. 4
Computed, not measured: a single C18H21N3O3 molecule, with the ωB97M-V functional and the def2-TZVPD basis.

```
45
Properties=species:S:1:pos:R:3:forces:R:3:nbo_charge:R:1
O 4.405 2.926 -1.509 -0.30 0.12 0.01 -0.492
O -6.341 -2.065 0.306 -0.07 0.22 0.06 -0.525
O -1.206 0.541 0.367 -0.15 0.03 0.05 -0.423
N -3.316 -0.088 1.078 0.35 0.61 -0.40 -0.590
N -2.050 -3.836 1.878 -0.06 -0.24 0.14 -0.344
N 0.031 -1.277 0.701 0.69 0.64 -0.34 -0.403
C 1.175 0.707 -0.158 0.31 0.51 -0.23 -0.159
C 3.406 2.136 -1.046 -0.34 0.00 0.06 0.309
C 1.047 2.042 -0.547 0.05 -0.25 0.07 -0.156
C -1.267 -1.559 1.055 -0.65 1.44 -0.38 -0.196
C -4.350 -2.459 -0.853 -0.21 0.14 0.03 -0.432
C 2.146 2.743 -0.983 0.31 0.05 -0.06 -0.259
C 6.378 2.469 -0.124 -0.26 0.24 -0.24 -0.427
C -1.682 -2.809 1.516 -0.14 -0.51 0.17 0.281
C -4.365 -1.052 1.294 -0.56 -0.27 -0.12 -0.250
C -6.129 -3.466 0.428 -0.11 -0.43 0.03 -0.075
C 6.464 3.884 0.434 -0.03 -0.22 0.00 -0.608
C 3.532 0.802 -0.659 0.30 0.16 -0.13 -0.265
C -2.027 -0.415 0.841 0.13 -0.93 0.44 0.536
C 0.040 -0.047 0.307 -0.08 -1.28 0.41 0.475
C 2.428 0.099 -0.223 -0.40 0.11 0.05 -0.149
C 5.739 2.458 -1.515 0.49 -0.29 0.18 -0.063
C -5.116 -1.441 -0.003 0.39 0.19 0.03 0.094
C -4.781 -3.793 -0.237 -0.05 0.04 0.13 -0.454
H 6.267 3.159 -2.168 -0.03 -0.14 0.03 0.194
H 2.064 3.774 -1.289 -0.01 0.11 -0.03 0.226
H -6.972 -3.957 -0.066 0.07 0.00 0.09 0.183
H -3.273 -2.309 -0.815 0.08 0.02 -0.07 0.218
H -4.680 -2.389 -1.889 0.05 0.04 0.00 0.213
H -3.599 0.808 0.710 0.06 -0.05 0.04 0.403
H -4.883 -4.571 -0.990 0.03 -0.04 0.00 0.219
H -4.056 -4.127 0.505 -0.05 -0.04 -0.07 0.236
H 0.082 2.522 -0.501 -0.06 0.07 -0.01 0.221
H -5.094 -0.613 1.982 0.09 -0.13 -0.02 0.216
H 6.874 3.872 1.441 0.03 0.08 0.09 0.212
H -5.359 -0.525 -0.554 0.08 -0.06 0.05 0.181
H 2.517 -0.933 0.077 0.05 -0.11 0.02 0.236
H -3.936 -1.939 1.761 -0.12 0.04 0.08 0.223
H 4.485 0.299 -0.698 0.09 -0.01 0.00 0.214
H 7.376 2.034 -0.202 -0.01 -0.09 0.00 0.208
H 7.101 4.504 -0.193 0.07 0.12 -0.04 0.201
H -6.132 -3.749 1.487 -0.02 -0.01 -0.09 0.173
H 5.474 4.333 0.468 -0.05 0.10 0.04 0.213
H 5.787 1.849 0.553 0.08 -0.10 -0.01 0.207
H 5.797 1.459 -1.964 -0.05 0.11 -0.03 0.176
```
Positions in Å, forces in eV/Å.

LUMO level ... 0.599 eV
Charge ... 0
Frontier orbital gap ... 8.255 eV
SMILES ... CCCOc1ccc(-c2nc(C#N)c(NC[C@H]3CCCO3)o2)cc1
E_HOMO ... -7.66 eV

=====

No. 5
Computed, not measured: a single C18H21N3O4S molecule, with the ωB97M-V functional and the def2-TZVPD basis.

```
47
Properties=species:S:1:pos:R:3:forces:R:3:nbo_charge:R:1
S -0.938 1.497 -0.132 -0.16 -0.49 -0.20 2.313
O -0.341 1.868 1.124 -0.21 -0.12 0.14 -0.948
O 3.639 -2.693 0.680 0.15 -0.24 0.01 -0.613
O -0.925 2.458 -1.195 -0.12 -0.07 -0.22 -0.939
O -6.390 -0.541 0.798 0.19 0.06 0.19 -0.484
N 5.981 1.236 0.903 0.09 0.46 0.32 -0.410
N -0.223 0.083 -0.735 -0.65 0.88 0.22 -0.666
N 2.379 -1.011 -0.127 -0.15 -0.05 0.06 -0.431
C -7.292 -0.906 -0.232 -0.23 -0.26 -0.33 -0.065
C 0.951 0.331 -1.550 0.50 0.29 -0.25 -0.248
C 1.168 -1.799 0.010 -0.21 -0.19 0.09 -0.231
C -3.392 0.664 -0.957 -0.03 0.02 -0.01 -0.151
C -4.335 0.185 1.601 -0.18 -0.07 -0.14 -0.262
C 2.222 0.312 -0.703 -0.01 0.43 -0.25 -0.238
C -3.060 0.676 1.423 0.02 0.03 0.07 -0.154
C 6.957 -0.250 -0.684 -0.11 -0.01 0.02 -0.254
C -0.012 -0.894 0.326 -0.10 -0.49 0.50 -0.256
C 4.758 -0.672 0.153 0.43 0.05 0.11 -0.166
C 6.980 0.887 0.110 0.20 -0.13 -0.19 0.040
C -5.158 -0.077 0.498 0.31 0.11 0.16 0.326
C -6.961 -2.263 -0.845 0.05 0.35 0.24 -0.638
C 5.826 -1.048 -0.655 -0.13 0.10 0.11 -0.144
C -4.673 0.170 -0.788 -0.19 -0.04 -0.04 -0.271
C -2.595 0.911 0.141 0.64 0.22 -0.05 -0.387
C 3.555 -1.553 0.262 -0.04 0.08 -0.02 0.666
C 4.903 0.477 0.928 -0.26 -0.36 -0.20 0.051
H -5.282 -0.011 -1.659 -0.07 -0.03 -0.06 0.216
H 0.973 -2.363 -0.910 0.02 -0.05 0.11 0.194
H 3.094 0.555 -1.317 -0.13 0.02 0.06 0.224
H -7.337 -0.126 -1.001 -0.02 -0.01 0.12 0.173
H 0.812 1.310 -2.009 0.21 -0.14 -0.14 0.254
H -7.713 -2.522 -1.586 -0.07 -0.05 -0.10 0.219
H 7.836 1.548 0.121 0.11 -0.01 -0.07 0.195
H -0.925 -1.489 0.429 0.14 -0.05 0.11 0.216
H -6.954 -3.025 -0.070 -0.01 -0.09 0.04 0.218
H 2.123 1.071 0.083 0.09 -0.01 -0.12 0.208
H -3.000 0.871 -1.940 -0.04 -0.02 -0.19 0.238
H -5.985 -2.250 -1.323 0.06 -0.05 -0.08 0.212
H 4.123 0.794 1.608 -0.17 -0.03 0.03 0.197
H -4.731 -0.004 2.586 -0.03 -0.01 0.12 0.232
H 0.171 -0.368 1.272 0.05 -0.23 -0.02 0.217
H 5.761 -1.950 -1.245 0.01 -0.09 -0.03 0.227
H -8.263 -0.952 0.267 0.12 0.08 -0.13 0.198
H 1.333 -2.516 0.818 -0.14 0.08 -0.16 0.254
H 1.005 -0.426 -2.339 0.00 0.11 0.04 0.202
H -2.416 0.891 2.261 0.03 0.00 0.16 0.244
H 7.802 -0.507 -1.304 0.08 0.00 -0.05 0.222
```
Positions in Å, forces in eV/Å.

LUMO level ... 0.490 eV
Charge ... 0
Frontier orbital gap ... 9.612 eV
SMILES ... CCOc1ccc(S(=O)(=O)N2CCN(C(=O)c3cccnc3)CC2)cc1
E_HOMO ... -9.12 eV

=====

The calculation returns the following molar mass values, one per record and in order: 493.8; 409.4; 327.4; 327.4; 375.4 Da.